No. 1
{"formula": "C10H16", "method": "ωB97M-V/def2-TZVPD", "smiles": "CCc1ccccc1.CC", "multiplicity": 1, "gap_ha": 0.366, "e_above_lowest_kj_mol": 143.1, "homo_energy_ev": -8.97, "elements": ["C", "C", "H", "H", "H", "H", "H", "H", "C", "C", "C", "C", "C", "C", "C", "C", "H", "H", "H", "H", "H", "H", "H", "H", "H", "H"], "positions_angstrom": [[1.04059, 0.88559, 2.70875], [2.40974, 0.19327, 2.86859], [1.11607, 1.65394, 3.48832], [0.85069, 1.22760, 1.72536], [0.16564, 0.25923, 2.79405], [3.23780, 0.91042, 2.79838], [2.71819, -0.45280, 2.00486], [2.48125, -0.46277, 3.72304], [-0.98436, -2.01205, -1.21694], [-1.77296, -2.05490, -2.52362], [-0.56356, -0.61779, -0.90428], [-1.22088, 0.08714, 0.10747], [0.32476, 0.09245, -1.73672], [-0.91627, 1.40756, 0.30363], [0.40516, 1.48594, -1.65067], [-0.28592, 2.17164, -0.66570], [-1.57389, -2.49842, -0.42964], [-0.14108, -2.68660, -1.20502], [-2.74136, -2.54063, -2.57279], [-2.06411, -0.44498, 0.51930], [1.10823, -0.42707, -2.28785], [-1.24493, 2.04840, 1.14379], [1.01335, 2.01158, -2.35914], [-0.29137, 3.23953, -0.50259], [-1.10453, -2.43715, -3.28044], [-1.96624, -1.03913, -2.85012]]}

---

No. 2
{"formula": "C22H20BrN6O2Pt", "method": "ωB97M-V/def2-TZVPD", "total_charge": 1, "multiplicity": 3, "gap_ha": [0.273, 0.214], "e_above_lowest_kj_mol": 100.8, "homo_energy_ev": [-10.23, -10.23], "s2": 2.0101, "elements": ["Pt", "O", "C", "C", "C", "C", "C", "C", "C", "O", "N", "N", "C", "C", "Br", "C", "C", "C", "C", "C", "C", "C", "H", "H", "H", "H", "H", "H", "H", "H", "H", "H", "H", "H", "H", "H", "N", "C", "C", "N", "C", "C", "N", "C", "C", "N", "H", "H", "H", "H", "H", "H"], "positions_angstrom": [[-1.12266, 0.51119, -1.19725], [0.78986, -2.48905, -2.71274], [2.04326, -2.53637, -2.21042], [2.74822, -3.73361, -2.35127], [4.02557, -3.86273, -1.84772], [4.63016, -2.79962, -1.18902], [3.94268, -1.60673, -1.06193], [2.65182, -1.45282, -1.55893], [1.97233, -0.08128, -1.39690], [0.78666, 0.08013, -2.03959], [1.79480, 0.20411, 0.03362], [0.60086, 0.37943, 0.53569], [0.46946, 0.59470, 1.79706], [-0.81129, 0.72172, 2.41912], [-2.26122, 0.52636, 1.17999], [-1.12816, 0.96441, 3.69399], [-0.20740, 1.02783, 4.83157], [-0.44495, 1.96798, 5.83799], [0.37106, 2.02628, 6.95340], [1.42337, 1.13197, 7.09516], [1.65960, 0.18468, 6.11024], [0.85409, 0.13282, 4.98508], [0.48185, -1.57533, -2.55401], [2.26055, -4.54559, -2.87559], [4.55982, -4.79523, -1.97494], [5.63040, -2.89566, -0.78908], [4.43075, -0.76896, -0.57178], [2.69565, 0.66989, -1.76304], [2.60154, 0.19858, 0.63937], [1.33733, 0.70181, 2.44243], [-2.17435, 1.13569, 3.92518], [-1.26783, 2.66470, 5.73196], [0.18100, 2.76512, 7.72054], [2.04538, 1.16086, 7.97974], [2.46525, -0.52856, 6.22510], [1.01638, -0.64164, 4.24574], [-2.62694, 0.59940, -5.23644], [-1.36567, 0.25141, -5.65162], [-0.60602, 0.15264, -4.52363], [-1.39235, 0.42932, -3.44362], [-2.60152, 0.69815, -3.89157], [-3.62919, 1.06501, -2.95489], [-3.33362, 1.17307, -1.67362], [-4.48644, 1.53016, -1.02964], [-5.49311, 1.63972, -1.94098], [-4.93376, 1.34257, -3.15817], [-3.41424, 0.74222, -5.84529], [-1.11928, 0.10257, -6.68765], [0.43739, -0.08687, -4.42158], [-4.52620, 1.68955, 0.03371], [-6.53048, 1.90097, -1.83155], [-5.43043, 1.33300, -4.03224]]}

---

No. 3
{"formula": "C4H7OP", "method": "ωB97M-V/def2-TZVPD", "smiles": "[H]/P=C\\OCC=C", "multiplicity": 1, "gap_ha": 0.344, "e_above_lowest_kj_mol": 291.4, "homo_energy_ev": -8.44, "elements": ["C", "C", "C", "C", "O", "P", "H", "H", "H", "H", "H", "H", "H"], "positions_angstrom": [[0.02326, 0.76241, 0.26899], [-1.97943, -0.73250, -0.14848], [2.17860, -0.23207, 0.24681], [-0.96944, -0.05838, -0.61951], [1.35716, 0.68304, -0.17042], [3.78987, -0.23924, -0.11810], [-0.27131, 1.80843, 0.23646], [0.14797, 0.28963, 1.36078], [-2.48696, -1.26090, -0.88937], [3.53086, 0.83002, -0.92683], [1.67216, -0.82100, 1.05889], [-2.30750, -0.88134, 0.82562], [-0.70792, -0.18130, -1.72834]]}

---

no.,DFT total energy (eV)
1,-10628.261
2,-109454.539
3,-15594.417